# C22H18N4RhS3

A molecular structure, C22H18N4RhS3 in a non-equilibrium geometry (the ωB97M-V functional and the def2-TZVPD basis, the OMol25 dataset).

The calculation puts the orbital gap (alpha / beta) at 4.4 / 4.5 eV. As for the net charge: +1.

Geometry as XYZ:
```
48
C22H18N4RhS3 (the ωB97M-V functional and the def2-TZVPD basis)
Rh -0.085 0.158 -0.067
S -2.312 -0.437 0.176
C -3.048 0.964 0.856
C -4.445 0.969 0.937
C -5.112 2.028 1.503
C -4.394 3.115 2.014
C -3.023 3.134 1.936
C -2.318 2.071 1.347
S -0.605 2.185 1.272
H -4.981 0.118 0.545
H -6.191 2.021 1.554
H -4.921 3.940 2.470
H -2.459 3.969 2.320
C 4.724 2.447 -2.340
C 5.123 1.881 -1.137
C 4.229 1.195 -0.349
C 2.884 1.046 -0.750
C 2.499 1.618 -1.970
C 3.405 2.308 -2.745
N 2.022 0.339 0.053
N 2.514 -0.143 1.153
C 1.719 -0.781 1.992
C 2.209 -1.311 3.207
C 1.344 -1.945 4.059
C 0.003 -2.087 3.687
C -0.413 -1.555 2.487
N 0.396 -0.904 1.653
H 5.426 2.987 -2.954
H 6.147 1.980 -0.813
H 4.535 0.757 0.588
H 1.472 1.553 -2.301
H 3.075 2.746 -3.674
H 3.253 -1.179 3.435
H 1.682 -2.332 5.007
H -0.708 -2.586 4.324
H -1.446 -1.653 2.182
S -0.802 1.133 -2.054
C -1.059 -0.357 -2.865
N 0.001 -1.061 -3.352
C -0.142 -2.229 -4.013
C -1.386 -2.754 -4.222
C -2.515 -2.043 -3.772
C -2.348 -0.848 -3.113
H 0.933 -0.685 -3.200
H 0.761 -2.713 -4.353
H -1.499 -3.694 -4.736
H -3.505 -2.436 -3.944
H -3.190 -0.275 -2.759
```

=====

# C22H20FNO7

A single C22H20FNO7 molecule (the ωB97M-V functional and the def2-TZVPD basis, the OMol25 dataset).

The calculation puts the orbital gap at 7.9 eV. Its SMILES is COc1cc([C@@H]2/C(=C(/O)c3ccc(F)cc3)C(=O)C(=O)N2CCCC(=O)O)ccc1O.

Geometry as XYZ:
```
51
C22H20FNO7 (the ωB97M-V functional and the def2-TZVPD basis)
C 2.770 1.815 -3.003
O 2.616 2.535 -1.805
C 1.705 2.075 -0.885
C 0.910 0.956 -1.032
C 0.033 0.580 -0.018
C -0.803 -0.669 -0.188
C 0.005 -1.839 -0.674
C 1.206 -2.306 -0.215
O 1.839 -3.282 -0.851
C 1.930 -1.723 0.924
C 3.307 -1.539 0.808
C 4.024 -0.941 1.825
C 3.352 -0.548 2.968
F 4.043 0.038 3.963
C 1.992 -0.752 3.124
C 1.281 -1.337 2.095
C -0.536 -2.309 -1.923
O -0.092 -3.230 -2.604
C -1.711 -1.408 -2.256
O -2.439 -1.449 -3.224
N -1.794 -0.517 -1.242
C -2.809 0.507 -1.184
C -4.205 -0.071 -0.921
C -4.283 -0.892 0.373
C -3.924 -0.057 1.574
O -2.912 -0.162 2.220
O -4.861 0.849 1.856
C -0.060 1.344 1.131
C 0.732 2.470 1.286
C 1.620 2.841 0.292
O 2.400 3.937 0.452
H 3.532 2.347 -3.571
H 1.840 1.792 -3.579
H 3.107 0.792 -2.813
H 0.959 0.358 -1.929
H -1.318 -0.876 0.758
H 1.297 -3.548 -1.645
H 3.807 -1.860 -0.092
H 5.087 -0.778 1.744
H 1.506 -0.452 4.039
H 0.228 -1.524 2.219
H -2.522 1.218 -0.407
H -2.831 1.025 -2.149
H -4.919 0.752 -0.876
H -4.471 -0.718 -1.758
H -5.306 -1.249 0.499
H -3.609 -1.746 0.319
H -4.608 1.384 2.625
H -0.748 1.059 1.911
H 0.678 3.073 2.178
H 2.949 4.034 -0.339
```

=====

Asked for ΔE to the lowest compared entry with this formula, charge and spin across the records above, the calculation gives 162.92, 0.00 kJ/mol in order.